Entry 1:
DFT (the ωB97M-V functional and the def2-TZVPD basis) results for a 2-piece molecular cluster, C2H6O2 overall.

Results
spin multiplicity: 2
charge: -1
orbital gap (spin up / spin down): 1.9653 / 5.3851 eV
HOMO energy (spin up / spin down): 0.89 / -2.64 eV
calculated total energy: -6263.820 eV
LUMO energy (spin up / spin down): 2.857 / 2.750 eV

```
10
Properties=species:S:1:pos:R:3:forces:R:3
C 1.206 -2.028 1.815 -0.3067 -0.4869 -0.2373
O 2.598 -1.888 2.005 0.3133 0.2959 0.3535
H 1.099 -2.767 1.024 -0.0526 0.0672 -0.1801
H 0.692 -2.463 2.678 0.0752 0.2154 0.1974
H 0.692 -1.117 1.496 0.1654 0.0732 0.0911
H 2.780 -1.259 2.716 -0.2094 -0.1473 -0.2516
O -1.377 3.752 -2.836 0.6649 0.5555 -0.0043
C -2.274 2.858 -2.926 -0.9727 -0.4457 0.1618
H -2.067 1.818 -3.226 0.0684 -0.0198 -0.0538
H -3.350 3.092 -2.746 0.2543 -0.1075 -0.0766
```
Forces are in eV/Å.

---

Entry 2:
DFT (the ωB97M-V functional and the def2-TZVPD basis) results for a single C2H6O2 molecule.

Results
SMILES string: OCCO
orbital gap: 11.0596 eV
HOMO energy: -10.23 eV
calculated total energy: -6265.708 eV
LUMO energy: 0.828 eV

```
10
Properties=species:S:1:pos:R:3:forces:R:3
O -0.912 1.160 0.124 -0.1809 0.1449 -0.1349
C -0.728 -0.238 -0.080 0.0566 -0.3231 -0.0515
C 0.706 -0.564 0.315 -0.1868 -0.2928 0.1522
O 1.599 0.305 -0.338 0.0118 0.2351 0.0379
H -1.322 1.533 -0.662 0.0134 0.0061 0.1695
H -1.440 -0.805 0.534 0.1200 0.0852 -0.0836
H -0.890 -0.502 -1.132 0.0443 0.0795 0.1322
H 0.809 -0.494 1.410 0.0024 0.0306 -0.1568
H 0.958 -1.587 0.018 -0.0642 0.1194 0.0573
H 1.230 1.187 -0.178 0.1832 -0.0849 -0.1221
```
Forces are in eV/Å.

---

Entry 3:
DFT (the ωB97M-V functional and the def2-TZVPD basis) results for a single C2H6O2 molecule.

Results
SMILES string: OCCO
orbital gap: 11.0606 eV
HOMO energy: -10.23 eV
calculated total energy: -6265.706 eV
LUMO energy: 0.829 eV

```
10
Properties=species:S:1:pos:R:3:forces:R:3
O 0.970 -0.947 -0.604 0.0823 -0.0967 -0.2323
C 0.503 0.389 -0.439 -0.1193 0.3044 0.0404
C -0.459 0.389 0.741 0.1947 0.3168 0.0649
O -1.425 -0.621 0.579 0.0464 -0.2310 0.0009
H 0.865 -1.196 -1.527 0.0927 -0.0164 0.1432
H 1.350 1.062 -0.251 -0.1329 -0.1025 -0.0144
H -0.018 0.733 -1.342 0.0521 -0.0933 0.1198
H 0.108 0.254 1.675 -0.0887 -0.0245 -0.1310
H -0.986 1.347 0.801 0.1027 -0.1050 -0.0081
H -0.907 -1.412 0.367 -0.2299 0.0481 0.0167
```
Forces are in eV/Å.

---

Computed values of maximum force (unit: Eh/bohr) for the preceding records, in sequence: 0.0210, 0.0074, 0.0073.
Computed values of relative energy (zero: lowest compared OMol25 entry of this formula, charge and spin) (unit: eV) for the preceding records, in sequence: 0.470, 0.547, 0.549.